Model w:
This record from the Open Molecules 2025 dataset describes an isolated molecule of C23H27N3O6S. The level of theory is ωB97M-V/def2-TZVPD.

Summary:
HOMO energy = -8.23 eV
LUMO energy = -0.0063 hartree
HOMO-LUMO gap = 8.05 eV
SMILES string = CCOc1ccc(N(C)S(=O)(=O)c2ccc3[nH]cc(C(=O)NCCCOC)c(=O)c3c2)cc1

```
! wB97M-V def2-TZVPD RIJCOSX def2/J DEFGRID3
* xyz 0 1
C 1.82 3.53 0.74
C 0.70 4.49 1.16
O -0.42 4.41 0.30
C -1.26 3.35 0.37
C -2.22 3.27 -0.64
C -3.15 2.26 -0.66
C -3.16 1.29 0.34
N -4.10 0.25 0.26
C -4.57 -0.38 1.48
S -3.83 -0.85 -0.98
O -4.92 -1.78 -0.98
O -3.53 -0.13 -2.18
C -2.35 -1.68 -0.40
C -2.46 -2.95 0.17
C -1.35 -3.55 0.73
C -0.13 -2.86 0.76
N 0.98 -3.42 1.33
C 2.15 -2.77 1.37
C 2.33 -1.50 0.90
C 3.72 -0.96 1.00
O 4.63 -1.64 1.44
N 3.85 0.32 0.61
C 5.14 0.91 0.36
C 5.38 1.10 -1.14
C 5.32 -0.22 -1.92
O 4.05 -0.81 -2.00
C 3.14 -0.16 -2.84
C 1.21 -0.79 0.30
O 1.26 0.37 -0.10
C -0.03 -1.56 0.22
C -1.16 -1.00 -0.39
C -2.21 1.37 1.36
C -1.27 2.39 1.38
H 2.19 3.81 -0.24
H 2.63 3.58 1.45
H 1.44 2.51 0.68
H 0.41 4.31 2.20
H 1.04 5.52 1.07
H -2.21 4.02 -1.41
H -3.88 2.19 -1.45
H -5.40 -1.03 1.20
H -3.80 -0.98 1.98
H -4.93 0.40 2.16
H -3.42 -3.44 0.14
H -1.41 -4.54 1.15
H 0.90 -4.36 1.70
H 3.00 -3.28 1.81
H 3.04 0.75 0.18
H 5.20 1.88 0.86
H 5.89 0.24 0.78
H 4.65 1.80 -1.55
H 6.37 1.54 -1.29
H 5.94 -0.97 -1.41
H 5.72 -0.06 -2.93
H 2.29 -0.83 -2.97
H 3.58 0.05 -3.82
H 2.77 0.78 -2.41
H -1.08 -0.02 -0.84
H -2.19 0.64 2.15
H -0.55 2.41 2.18
*
```


Model x:
This record from the Open Molecules 2025 dataset describes an isolated molecule of C23H27N3O6S. The level of theory is ωB97M-V/def2-TZVPD.

Summary:
HOMO energy = -8.23 eV
LUMO energy = 0.0219 hartree
HOMO-LUMO gap = 8.82 eV
SMILES string = CCOc1ccc(N(CC(=O)Nc2ccccc2OCC)S(=O)(=O)c2c(C)noc2C)cc1

```
! wB97M-V def2-TZVPD RIJCOSX def2/J DEFGRID3
* xyz 0 1
C -5.79 -0.28 1.41
C -5.84 0.87 0.39
O -4.80 0.80 -0.56
C -3.54 1.19 -0.22
C -3.16 1.74 1.00
C -1.84 2.09 1.22
C -0.86 1.90 0.25
N 0.48 2.22 0.49
C 1.10 2.02 1.78
C 1.82 0.66 1.86
O 2.87 0.53 2.46
N 1.16 -0.31 1.19
C 1.55 -1.62 0.91
C 2.76 -2.17 1.30
C 3.07 -3.48 0.96
C 2.17 -4.24 0.24
C 0.95 -3.70 -0.15
C 0.63 -2.39 0.18
O -0.54 -1.74 -0.15
C -1.55 -2.41 -0.87
C -1.28 -2.47 -2.37
S 1.56 2.85 -0.63
O 0.92 2.99 -1.89
O 2.16 4.01 -0.04
C 2.82 1.61 -0.74
C 2.84 0.44 -1.55
C 1.79 -0.05 -2.47
N 3.98 -0.18 -1.40
O 4.72 0.53 -0.51
C 4.05 1.61 -0.11
C 4.67 2.52 0.87
C -1.26 1.37 -0.98
C -2.57 1.04 -1.21
H -6.64 -0.20 2.09
H -5.84 -1.23 0.89
H -4.87 -0.25 1.98
H -6.76 0.79 -0.20
H -5.84 1.84 0.90
H -3.87 1.90 1.79
H -1.58 2.54 2.17
H 0.36 2.05 2.58
H 1.83 2.81 1.95
H 0.27 -0.07 0.78
H 3.46 -1.57 1.86
H 4.02 -3.89 1.26
H 2.40 -5.26 -0.02
H 0.26 -4.31 -0.71
H -2.45 -1.82 -0.68
H -1.71 -3.42 -0.46
H -1.21 -1.47 -2.77
H -0.35 -2.99 -2.57
H -2.09 -3.00 -2.86
H 1.39 0.79 -3.04
H 0.99 -0.51 -1.90
H 2.22 -0.79 -3.14
H 4.49 2.12 1.87
H 4.21 3.50 0.79
H 5.74 2.57 0.70
H -0.54 1.27 -1.77
H -2.88 0.64 -2.16
*
```


Relative calculated energies, zero for the most stable structure, unit kcal/mol: model w 0.0; model x 35.9.


Model w:
This record from the Open Molecules 2025 dataset describes an isolated molecule of C12H21N7O3. The level of theory is ωB97M-V/def2-TZVPD.

Summary:
HOMO energy = -8.82 eV
LUMO energy = 0.0147 hartree
HOMO-LUMO gap = 9.22 eV
SMILES string = [H]/N=C(\N)NCCC[C@H](N)C(=O)N[C@@H](Cc1c[nH]cn1)C(=O)O

```
! wB97M-V def2-TZVPD RIJCOSX def2/J DEFGRID3
* xyz 0 1
H 0.92 -2.15 0.70
N 0.03 -1.95 0.29
C -0.05 -2.24 -0.96
N 1.03 -2.65 -1.76
N -1.26 -2.26 -1.51
C -2.43 -2.02 -0.71
C -3.07 -0.62 -0.94
C -3.33 0.00 0.44
C -2.04 0.16 1.29
N -2.57 0.54 2.58
C -1.18 1.39 0.75
O -1.69 2.49 1.01
N -0.11 1.11 0.03
C 0.94 2.05 -0.30
C 2.23 1.33 -0.81
C 2.81 0.41 0.15
C 3.56 0.72 1.27
N 4.22 -0.45 1.54
C 3.64 -1.47 0.77
N 2.83 -0.97 -0.11
C 0.56 3.08 -1.36
O 1.28 3.28 -2.32
O -0.49 3.88 -1.09
H 1.18 -2.13 -2.62
H 1.88 -2.83 -1.27
H -1.23 -2.54 -2.49
H -2.30 -2.15 0.41
H -3.15 -2.80 -0.99
H -4.03 -0.79 -1.48
H -2.36 0.05 -1.50
H -3.73 1.03 0.26
H -4.05 -0.59 1.00
H -1.47 -0.70 1.45
H -2.77 1.51 2.40
H -1.73 0.60 3.23
H 0.08 0.07 0.20
H 1.13 2.64 0.61
H 2.84 2.16 -1.09
H 1.99 0.83 -1.74
H 3.97 1.64 1.63
H 4.76 -0.65 2.37
H 4.03 -2.58 0.93
H -0.88 3.57 -0.27
*
```


Model x:
This record from the Open Molecules 2025 dataset describes an isolated molecule of C12H21N7O3. The level of theory is ωB97M-V/def2-TZVPD.

Summary:
HOMO energy = -8.66 eV
LUMO energy = 0.0202 hartree
HOMO-LUMO gap = 9.21 eV
SMILES string = [H]/N=C(\N)NCCC[C@H](NC(=O)[C@@H](N)Cc1c[nH]cn1)C(=O)O

```
! wB97M-V def2-TZVPD RIJCOSX def2/J DEFGRID3
* xyz 0 1
H 5.32 -2.20 -1.24
N 5.27 -1.35 -0.64
C 4.16 -1.19 -0.08
N 3.02 -2.04 -0.20
N 4.01 -0.09 0.70
C 2.91 0.53 1.41
C 2.39 1.76 0.72
C 1.63 1.49 -0.64
C 0.22 0.79 -0.38
N -0.53 1.48 0.64
C -1.88 1.66 0.71
O -2.43 2.01 1.75
C -2.72 1.62 -0.60
N -1.97 2.41 -1.60
C -3.09 0.28 -1.24
C -3.33 -0.90 -0.32
C -3.18 -0.94 1.02
N -3.57 -2.21 1.41
C -3.93 -2.92 0.29
N -3.79 -2.23 -0.78
C 0.10 -0.75 -0.34
O -0.02 -1.36 0.70
O 0.62 -1.37 -1.42
H 2.55 -2.17 0.69
H 3.29 -3.01 -0.47
H 4.76 0.53 0.57
H 2.19 -0.34 1.46
H 3.12 0.59 2.52
H 1.66 2.26 1.35
H 3.15 2.44 0.39
H 1.43 2.38 -1.26
H 2.18 0.80 -1.24
H -0.32 0.97 -1.35
H -0.16 1.49 1.61
H -3.67 2.12 -0.24
H -2.61 2.85 -2.22
H -1.38 3.11 -1.15
H -3.90 0.43 -1.97
H -2.24 0.05 -1.93
H -2.85 -0.21 1.75
H -3.43 -2.68 2.31
H -4.07 -3.95 0.27
H 1.09 -2.11 -1.00
*
```


Relative calculated energies, zero for the most stable structure, unit kcal/mol: model w 0.0; model x 11.8.


Model w:
This record from the Open Molecules 2025 dataset describes a cluster of 2 separate species, CH6N2O in total. The level of theory is ωB97M-V/def2-TZVPD.

Summary:
HOMO energy = -8.91 eV
LUMO energy = 0.0357 hartree
HOMO-LUMO gap = 9.88 eV
SMILES string = C=[NH+][O-].N

```
! wB97M-V def2-TZVPD RIJCOSX def2/J DEFGRID3
* xyz 0 1
C -0.81 -1.09 1.82
N -0.37 -0.88 0.69
O -0.29 -1.87 -0.32
H -0.99 -2.09 1.92
H -0.74 -0.27 2.61
H -0.09 0.13 0.43
N 0.37 0.70 -1.34
H 1.34 0.84 -1.66
H -0.19 1.13 -2.02
H 0.38 -0.37 -1.67
*
```


Model x:
This record from the Open Molecules 2025 dataset describes a cluster of 2 separate species, CH6N2O in total. The level of theory is ωB97M-V/def2-TZVPD.

Summary:
HOMO energy = -6.98 eV
LUMO energy = 0.0097 hartree
HOMO-LUMO gap = 7.25 eV

```
! wB97M-V def2-TZVPD RIJCOSX def2/J DEFGRID3
* xyz 0 1
C 1.90 -0.44 0.06
N -1.32 0.64 0.01
N -1.56 -0.72 -0.47
O 1.57 0.63 -0.48
H 1.36 -0.75 1.06
H 2.74 -1.04 -0.48
H -1.47 0.79 1.07
H -1.91 1.20 -0.58
H -0.94 -1.36 -0.06
H -0.38 1.05 -0.15
*
```


Model y:
This record from the Open Molecules 2025 dataset describes a structure of composition CH6N2O. The level of theory is ωB97M-V/def2-TZVPD.

Summary:
HOMO energy (spin up / spin down) = -9.59 / -9.38 eV
LUMO energy (spin up / spin down) = 0.0051 / -0.0031 hartree
HOMO-LUMO gap (spin up / spin down) = 9.73 / 9.30 eV

```
! wB97M-V def2-TZVPD RIJCOSX def2/J DEFGRID3
* xyz 0 1
C -0.36 -0.47 -1.48
N 0.00 -0.04 1.92
N -0.56 0.23 -0.25
O 0.16 -0.40 0.71
H -1.31 -0.37 -1.91
H 0.48 -0.31 -2.07
H -0.33 -1.58 -1.16
H 0.35 1.90 0.63
H 0.77 -0.60 2.36
H 0.79 1.64 1.25
*
```


Model z:
This record from the Open Molecules 2025 dataset describes an isolated molecule of CH6N2O. The level of theory is ωB97M-V/def2-TZVPD.

Summary:
HOMO energy = -8.00 eV
LUMO energy = 0.0372 hartree
HOMO-LUMO gap = 9.01 eV
SMILES string = C[N@@H+](N)[O-]

```
! wB97M-V def2-TZVPD RIJCOSX def2/J DEFGRID3
* xyz 0 1
C -0.66 0.46 -0.92
N 0.58 0.00 0.06
N 0.34 -0.17 1.46
O 0.65 -1.14 -0.69
H -1.53 -0.05 -0.52
H -0.55 0.29 -1.99
H -0.72 1.52 -0.70
H 1.42 0.59 -0.03
H 1.03 -0.85 1.79
H -0.56 -0.65 1.55
*
```


Relative calculated energies, zero for the most stable structure, unit kcal/mol: model w 0.0; model x 22.2; model y 84.2; model z 27.8.